This record from OMol25 describes a cluster of 3 separate species, C31H63BrIN3O13P2 in total. The level of theory is the ωB97M-V functional and the def2-TZVPD basis.

Values from the calculation:
charge: 0
LUMO: -1.975 eV
HOMO energy: -6.28 eV
strongest force on any atom: 0.111 Eh/bohr
gap between HOMO and LUMO: 4.302 eV

Each atom is followed by the atoms it is bonded to, with distances in Å.
CARTESIAN COORDINATES (ANGSTROEM)
1 C 8.75686 -0.67419 -1.88987  C2 1.529, H37 1.086, H38 1.088, H39 1.089
2 C 7.44206 -0.79397 -1.11962  C1 1.529, C3 1.527, H40 1.088, H41 1.088
3 C 6.57999 -1.97070 -1.57273  C2 1.527, C4 1.535, H42 1.093, H43 1.093
4 C 5.48322 -2.36707 -0.57537  C3 1.535, C5 1.525, H44 1.093, H45 1.088
5 C 4.63122 -1.20663 -0.07209  C4 1.525, C6 1.524, H46 1.086, H47 1.085
6 C 3.33079 -0.99508 -0.83855  C5 1.524, C7 1.545, H48 1.096, H49 1.095
7 C 2.71981 0.39653 -0.56008  C6 1.545, C8 1.546, H50 1.089, H51 1.088
8 C 1.40560 0.42419 0.25423  C7 1.546, C9 1.534, H52 1.088, H53 1.086
9 C 0.32241 1.10845 -0.58884  C8 1.534, C10 1.546, H54 1.088, H55 1.088
10 C -1.14467 0.88381 -0.15540  C9 1.546, C11 1.540, H56 1.087, H57 1.089
11 C -1.98247 0.31658 -1.31595  C10 1.540, C12 1.557, H58 1.088, H59 1.084
12 C -2.70776 -1.03027 -1.02556  C11 1.557, N13 1.467, H60 1.084, H61 1.081
13 N -2.02641 -1.92822 -0.08714  C12 1.467, C14 1.334, C28 1.511
14 C -2.68427 -2.18759 1.04409  N13 1.334, N15 1.356, N16 1.372
15 N -3.94831 -1.80219 1.34725  C14 1.356, H62 1.002, H63 1.007
16 N -2.06834 -2.95396 2.00154  C14 1.372, C17 1.476, C21 1.489
17 C -2.00724 -2.20219 3.27063  N16 1.476, C18 1.534, H64 1.085, H65 1.085
18 C -3.02722 -2.74610 4.27927  C17 1.534, O19 1.187, I20 2.180
19 O -3.44122 -2.11483 5.19477  C18 1.187
20 I -3.81121 -4.75926 3.98617  C18 2.180
21 C -0.70884 -3.33288 1.52734  N16 1.489, C22 1.540, O27 1.386, H66 1.093
22 C -0.12561 -4.37210 2.50308  C21 1.540, P23 1.802, H67 1.084, H68 1.088
23 P 1.33956 -3.82151 3.39626  C22 1.802, O24 1.462, O25 1.600, O26 1.613
24 O 2.50518 -4.58072 2.94639  P23 1.462
25 O 1.53239 -2.24956 3.16951  P23 1.600, H69 0.965
26 O 1.11646 -4.06545 4.97470  P23 1.613, H70 0.968
27 O -0.74510 -3.93353 0.27823  C21 1.386, C28 1.422
28 C -1.42560 -3.16760 -0.70742  N13 1.511, O27 1.422, C29 1.531, C33 1.531
29 C -0.35768 -2.73161 -1.71350  C28 1.531, C30 1.537, H71 1.089, H72 1.089
30 C 0.50367 -3.91155 -2.19024  C29 1.537, C31 1.549, H73 1.086, H74 1.085
31 C 0.39010 -4.19291 -3.70969  C30 1.549, O32 1.428, H75 1.088, H76 1.084
32 O -0.17181 -5.48660 -3.93026  C31 1.428, H77 0.959
33 C -2.45939 -4.09683 -1.34878  C28 1.531, C34 1.546, H78 1.088, H79 1.086
34 C -3.20680 -5.05493 -0.39270  C33 1.546, C35 1.525, H80 1.094, H81 1.084
35 C -3.08551 -6.50956 -0.83312  C34 1.525, Br36 1.932, H82 1.083, H83 1.084
36 Br -1.36246 -7.23065 -0.33761  C35 1.932
37 H 8.70908 0.09016 -2.66046  C1 1.086
38 H 9.57195 -0.38117 -1.23138  C1 1.088
39 H 9.06134 -1.61696 -2.34095  C1 1.089
40 H 7.61166 -0.86236 -0.04702  C2 1.088
41 H 6.86668 0.11311 -1.29022  C2 1.088
42 H 6.15879 -1.79610 -2.56569  C3 1.093
43 H 7.24675 -2.83066 -1.67692  C3 1.093
44 H 4.85518 -3.12407 -1.05158  C4 1.093
45 H 5.97636 -2.85867 0.26029  C4 1.088
46 H 4.32845 -1.46817 0.93771  C5 1.086
47 H 5.19547 -0.28587 0.03241  C5 1.085
48 H 2.66367 -1.83435 -0.61301  C6 1.096
49 H 3.57029 -1.08318 -1.90329  C6 1.095
50 H 2.57293 0.85473 -1.53719  C7 1.089
51 H 3.48519 0.97252 -0.04455  C7 1.088
52 H 1.14477 -0.60785 0.47903  C8 1.088
53 H 1.60294 1.02284 1.13842  C8 1.086
54 H 0.51737 2.17696 -0.53268  C9 1.088
55 H 0.50496 0.83086 -1.62479  C9 1.088
56 H -1.53826 1.87717 0.04661  C10 1.087
57 H -1.24607 0.32299 0.77272  C10 1.089
58 H -2.79490 1.01160 -1.51613  C11 1.088
59 H -1.42540 0.22869 -2.24144  C11 1.084
60 H -2.81623 -1.51676 -1.98769  C12 1.084
61 H -3.70726 -0.76140 -0.71471  C12 1.081
62 H -4.24273 -0.85052 1.23677  N15 1.002
63 H -4.56828 -2.50101 1.72275  N15 1.007
64 H -2.30119 -1.16380 3.15747  C17 1.085
65 H -1.01002 -2.19771 3.69897  C17 1.085
66 H -0.08295 -2.43672 1.51616  C21 1.093
67 H 0.20225 -5.23100 1.92865  C22 1.084
68 H -0.88864 -4.73809 3.18612  C22 1.088
69 H 1.72167 -1.74739 3.97118  O25 0.965
70 H 1.91023 -3.70544 5.39599  O26 0.968
71 H -0.80307 -2.25537 -2.58554  C29 1.089
72 H 0.26650 -1.98678 -1.22166  C29 1.089
73 H 1.53916 -3.66578 -1.97213  C30 1.086
74 H 0.27193 -4.84681 -1.69196  C30 1.085
75 H 1.40030 -4.20129 -4.11245  C31 1.088
76 H -0.24398 -3.46816 -4.20660  C31 1.084
77 H 0.49825 -6.14760 -3.74591  O32 0.959
78 H -1.90568 -4.70442 -2.06181  C33 1.088
79 H -3.19476 -3.54411 -1.92578  C33 1.086
80 H -4.27206 -4.82645 -0.48870  C34 1.094
81 H -2.96453 -4.92534 0.65578  C34 1.084
82 H -3.88469 -7.06772 -0.36030  C35 1.083
83 H -3.24207 -6.56894 -1.90387  C35 1.084
84 O -2.40390 5.06999 0.08680  P85 1.482
85 P -3.09783 6.28670 -0.39676  O84 1.482, O86 1.617, O89 1.635, O92 1.608
86 O -2.13249 7.04966 -1.44606  P85 1.617, C87 1.431
87 C -1.76853 6.41122 -2.67377  O86 1.431, C88 1.518, H95 1.094, H96 1.089
88 C -2.89016 6.47187 -3.69517  C87 1.518, H97 1.093, H98 1.091, H99 1.089
89 O -2.94388 7.31932 0.86145  P85 1.635, C90 1.429
90 C -2.67472 6.86326 2.18921  O89 1.429, C91 1.513, H100 1.090, H101 1.094
91 C -1.23223 7.13552 2.55390  C90 1.513, H102 1.090, H103 1.091, H104 1.090
92 O -4.49990 6.89717 -0.89419  P85 1.608, C93 1.443
93 C -5.52711 7.36433 0.00468  O92 1.443, C94 1.510, H105 1.088, H106 1.091
94 C -5.51873 8.87384 0.01999  C93 1.510, H107 1.088, H108 1.090, H109 1.090
95 H -1.47244 5.37574 -2.48219  C87 1.094
96 H -0.89559 6.94322 -3.04845  C87 1.089
97 H -3.74428 5.86987 -3.37547  C88 1.093
98 H -2.54853 6.09726 -4.66065  C88 1.091
99 H -3.24134 7.49616 -3.81460  C88 1.089
100 H -2.91710 5.80670 2.29872  C90 1.090
101 H -3.33987 7.41865 2.85664  C90 1.094
102 H -0.55504 6.65802 1.84639  C91 1.090
103 H -1.00825 6.76998 3.55688  C91 1.091
104 H -1.03107 8.20666 2.52040  C91 1.090
105 H -5.41174 6.94496 1.00243  C93 1.088
106 H -6.48014 7.00816 -0.38979  C93 1.091
107 H -4.56106 9.25890 0.36425  C94 1.088
108 H -6.30433 9.25362 0.67391  C94 1.090
109 H -5.67505 9.26435 -0.98610  C94 1.090
110 C 5.38891 1.43403 2.49396  O111 1.252, O112 1.436, O113 1.230
111 O 6.42428 0.95468 3.01041  C110 1.252
112 O 4.22381 0.68646 2.87730  C110 1.436, H114 0.970
113 O 5.21590 2.38707 1.73574  C110 1.230
114 H 4.73969 0.06977 3.42064  O112 0.970